Below is a 3-piece molecular cluster, C3H11NO3 overall, with properties calculated with the ωB97M-V functional and the def2-TZVPD basis.

Calculated values
energy	-10921.50745	eV
structure (SMILES)	NCCC=O.O.O
frontier orbital gap	10.4	eV

```
18
Properties=species:S:1:pos:R:3:lowdin_charge:R:1
C -1.274 -0.360 1.476 -0.291
C -0.440 -0.166 0.215 -0.169
C -0.376 -1.342 -0.716 -0.244
O 0.604 -1.543 -1.388 0.038
N -0.904 -1.487 2.321 0.000
H -2.334 -0.403 1.208 0.113
H -1.241 0.548 2.072 0.107
H 0.592 0.109 0.416 0.115
H -0.884 0.645 -0.339 0.108
H -1.248 -2.015 -0.787 0.130
H 0.075 -1.420 2.571 0.070
H -1.056 -2.367 1.845 0.059
H 2.048 -0.369 -2.163 -0.011
H 1.871 0.655 -3.286 0.027
O 2.516 0.317 -2.659 -0.072
H 0.662 3.421 -0.992 0.045
H 1.059 2.745 0.376 0.033
O 0.329 3.033 -0.172 -0.058
```


Below is a 3-piece molecular cluster, C3H11NO3 overall, with properties calculated with the ωB97M-V functional and the def2-TZVPD basis.

Calculated values
energy	-10921.64707	eV
structure (SMILES)	NCCC=O.O.O
frontier orbital gap	10.4	eV

```
18
Properties=species:S:1:pos:R:3:lowdin_charge:R:1
C -1.851 1.085 -0.669 -0.317
C -0.901 0.193 0.113 -0.168
C -0.850 0.461 1.585 -0.229
O -0.123 -0.127 2.348 0.038
N -1.870 0.774 -2.076 0.003
H -1.606 2.128 -0.481 0.115
H -2.837 0.994 -0.172 0.112
H 0.130 0.335 -0.249 0.124
H -1.071 -0.838 -0.109 0.117
H -1.527 1.265 1.937 0.130
H -2.105 1.557 -2.661 0.065
H -2.473 -0.014 -2.257 0.071
H 1.295 -1.089 1.523 0.019
H 2.196 -2.274 1.103 0.060
O 1.665 -1.549 0.747 -0.066
H 2.617 -0.864 -0.785 -0.018
H 2.479 -0.405 -2.199 0.026
O 3.111 -0.386 -1.474 -0.080
```